[1]
Molecular formula: C22H46HgN3OP2
Method: DFT, ωB97M-V/def2-TZVPD

The total charge is +1. For the HOMO-LUMO gap, the calculation gives 6.99 eV. The calculation puts the molar mass at 631.17 g mol⁻¹. The value obtained for the LUMO energy is -2.065 eV. For the total energy, the calculation gives -1941.20687 hartree. The value obtained for the largest force on an atom is 3.099 eV Å⁻¹.

```
75
Properties=species:S:1:pos:R:3:forces:R:3
Hg -0.5904 0.0331 -0.4704 -1.507 0.164 -1.099
P 0.0219 -2.3790 -1.0376 -0.248 0.384 0.815
P 0.0243 2.4983 -0.7432 -0.372 -0.681 0.886
N 1.9256 0.0762 -1.6390 -0.317 1.186 -2.153
C 1.7225 -2.3699 -1.8375 -1.128 -1.135 -0.216
H 2.1958 -3.3197 -1.5365 0.125 0.410 -0.329
H 1.4620 -2.4578 -2.9093 0.278 -0.055 0.319
C 2.6663 -1.1722 -1.6566 -0.257 -0.245 -0.338
H 3.3270 -1.3133 -0.8197 0.125 0.150 0.671
H 3.2797 -1.1762 -2.5448 0.759 -0.206 -0.197
C 2.6597 1.3696 -1.5090 -0.558 -0.813 -0.456
H 3.2707 1.4588 -2.4012 0.617 0.263 0.028
H 3.3197 1.3906 -0.6601 0.129 -0.097 0.605
C 1.7028 2.5646 -1.5524 -0.723 1.321 0.017
H 1.4490 2.7777 -2.6047 0.233 0.039 0.250
H 2.1964 3.4648 -1.1428 0.065 -0.342 -0.442
C 0.0954 3.3672 0.8988 0.621 -0.052 -0.432
C -1.1298 3.1339 1.7942 -0.127 0.378 0.033
H -0.8339 3.3704 2.8257 -0.176 -0.009 -0.188
H -1.4714 2.0982 1.7810 0.001 0.028 -0.080
H -1.9796 3.7916 1.5238 0.541 -0.415 0.180
C -1.2608 3.3460 -1.7937 0.676 0.040 -0.334
C -2.6544 3.4375 -1.1492 0.019 -0.360 0.027
H -3.3514 3.7734 -1.9292 0.130 -0.064 0.218
H -2.6854 4.1713 -0.3345 0.039 -0.166 -0.267
H -3.0128 2.4623 -0.7792 0.197 0.394 -0.087
C -1.2497 -3.0963 -2.1960 0.697 0.041 -0.374
C -2.6452 -3.2418 -1.5728 0.019 0.323 0.027
H -3.3396 -3.4898 -2.3872 0.113 0.059 0.208
H -2.9972 -2.3078 -1.1003 0.192 -0.487 -0.169
H -2.6868 -4.0633 -0.8467 0.038 0.205 -0.225
C 0.0946 -3.4624 0.4760 0.553 0.239 -0.436
C -1.1240 -3.3477 1.3977 -0.178 -0.305 0.046
H -0.8272 -3.7310 2.3826 -0.166 0.028 -0.139
H -1.9807 -3.9517 1.0437 0.512 0.347 0.200
H -1.4594 -2.3183 1.5368 0.020 -0.026 -0.101
C -3.6805 -0.3624 -0.1310 -2.538 -1.194 1.318
C -0.8178 4.7247 -2.2998 0.043 -0.024 -0.379
H -0.7464 5.4609 -1.4950 0.002 -0.171 -0.217
H 0.1425 4.6864 -2.8414 -0.310 0.068 0.245
H -1.5750 5.0791 -3.0070 0.135 0.064 0.036
C -0.8119 -4.4082 -2.8597 0.052 0.072 -0.330
H -1.5710 -4.6748 -3.6032 0.148 -0.050 0.039
H 0.1486 -4.3096 -3.3919 -0.292 -0.103 0.218
H -0.7438 -5.2341 -2.1470 -0.002 0.197 -0.204
C 0.4294 -4.9215 0.1632 -0.149 -0.333 0.503
H 0.7705 -5.3813 1.0988 -0.050 -0.124 -0.191
H -0.4559 -5.4894 -0.1742 0.431 0.319 0.139
H 1.2364 -5.0340 -0.5657 -0.143 -0.021 0.023
C 0.4405 4.8528 0.7717 -0.208 0.281 0.623
H -0.4426 5.4648 0.5101 0.457 -0.348 0.096
H 0.7879 5.1906 1.7567 -0.059 0.152 -0.198
H 1.2457 5.0476 0.0591 -0.133 0.024 0.019
H 0.9544 2.8703 1.3936 -0.263 0.075 -0.217
H 0.9560 -3.0325 1.0236 -0.231 -0.060 -0.180
H -1.3310 2.6663 -2.6637 -0.055 0.160 0.266
H -1.3073 -2.3184 -2.9811 -0.046 -0.210 0.237
O -4.3538 0.1746 0.6237 1.057 0.427 -0.629
H 1.6833 0.1586 -2.6748 -0.560 -0.246 1.801
H -2.3601 0.1562 -1.2386 1.845 0.520 0.194
C 3.5977 -0.1815 3.5156 1.001 -0.022 -0.425
C 2.1950 -0.1699 3.0646 -0.947 0.016 0.043
C 1.0605 -0.2183 3.8596 0.136 -0.006 0.063
C -0.0460 -0.1780 2.9914 0.961 0.013 -0.519
N 0.3958 -0.1087 1.7168 -0.806 -0.062 1.116
N 1.7473 -0.1036 1.7809 0.222 -0.017 0.273
C -1.4608 -0.2158 3.4700 0.024 -0.035 0.581
H 3.7964 0.6473 4.1816 -0.035 0.317 0.106
H 3.8079 -1.0731 4.0929 -0.029 -0.292 0.058
H 4.3523 -0.1358 2.7139 -0.439 -0.006 0.110
H 1.0073 -0.2780 4.9516 0.180 0.037 -0.605
H 2.2795 -0.0545 0.9094 -0.344 -0.032 0.620
H -1.6257 -1.1414 4.0554 0.061 0.398 -0.362
H -1.6319 0.6228 4.1727 0.061 -0.347 -0.408
H -2.2070 -0.1655 2.6909 -0.117 0.022 -0.330
```
Positions in Å, forces in eV/Å.

Atomic partial charges in e from the Löwdin method, atoms 1 to 5: atom 1 (Hg): 0.64, atom 2 (P): 0.95, atom 3 (P): 0.93, atom 4 (N): -0.17, atom 5 (C): -0.29

---

[2]
Molecular formula: C3H9NO2S
Method: DFT, ωB97M-V/def2-TZVPD

The total charge is 0. For the HOMO-LUMO gap, the calculation gives 10.02 eV. The calculation puts the molar mass at 123.18 g mol⁻¹. The value obtained for the LUMO energy is 0.737 eV. The SMILES is O=CNCCS.O. For the total energy, the calculation gives -723.12069 hartree. The value obtained for the largest force on an atom is 1.478 eV Å⁻¹.

```
16
Properties=species:S:1:pos:R:3:forces:R:3
O -0.0314 -2.0997 -1.2305 0.018 0.082 -0.044
C 0.3964 -1.1998 -0.5351 -0.203 -0.309 0.086
N 0.0937 -1.0762 0.7828 0.480 0.707 1.068
C 0.5706 -0.0714 1.7303 0.639 0.740 -0.563
C -0.2480 1.2343 1.7222 0.256 -0.994 -1.064
S 0.0618 2.1742 0.1775 0.342 0.687 0.185
H 1.0486 -0.4034 -0.9269 -0.052 -0.017 0.125
H -0.3549 -1.8091 1.3023 -0.347 -0.549 -0.827
H 1.5828 0.3029 1.5425 0.135 -0.632 -0.383
H 0.6444 -0.5855 2.6893 -0.377 0.335 0.217
H 0.2094 1.9203 2.4300 -0.577 -0.005 0.451
H -1.3040 1.0030 1.8260 -0.082 0.490 0.427
H -0.6524 1.6194 -0.8029 -0.300 -0.523 0.238
H -0.3314 -0.4410 -4.2649 0.116 -0.073 -0.149
H -1.0815 -0.6144 -2.9562 0.361 0.183 -0.162
O -0.6040 0.0463 -3.4863 -0.410 -0.123 0.394
```
Positions in Å, forces in eV/Å.

Atomic partial charges in e from the Löwdin method, atoms 1 to 5: atom 1 (O): 0.00, atom 2 (C): -0.38, atom 3 (N): 0.02, atom 4 (C): -0.28, atom 5 (C): -0.51

---

Copy entry 2 word for word.
Molecular formula: C3H9NO2S
Method: DFT, ωB97M-V/def2-TZVPD

The total charge is 0. For the HOMO-LUMO gap, the calculation gives 10.02 eV. The calculation puts the molar mass at 123.18 g mol⁻¹. The value obtained for the LUMO energy is 0.737 eV. The SMILES is O=CNCCS.O. For the total energy, the calculation gives -723.12069 hartree. The value obtained for the largest force on an atom is 1.478 eV Å⁻¹.

```
16
Properties=species:S:1:pos:R:3:forces:R:3
O -0.0314 -2.0997 -1.2305 0.018 0.082 -0.044
C 0.3964 -1.1998 -0.5351 -0.203 -0.309 0.086
N 0.0937 -1.0762 0.7828 0.480 0.707 1.068
C 0.5706 -0.0714 1.7303 0.639 0.740 -0.563
C -0.2480 1.2343 1.7222 0.256 -0.994 -1.064
S 0.0618 2.1742 0.1775 0.342 0.687 0.185
H 1.0486 -0.4034 -0.9269 -0.052 -0.017 0.125
H -0.3549 -1.8091 1.3023 -0.347 -0.549 -0.827
H 1.5828 0.3029 1.5425 0.135 -0.632 -0.383
H 0.6444 -0.5855 2.6893 -0.377 0.335 0.217
H 0.2094 1.9203 2.4300 -0.577 -0.005 0.451
H -1.3040 1.0030 1.8260 -0.082 0.490 0.427
H -0.6524 1.6194 -0.8029 -0.300 -0.523 0.238
H -0.3314 -0.4410 -4.2649 0.116 -0.073 -0.149
H -1.0815 -0.6144 -2.9562 0.361 0.183 -0.162
O -0.6040 0.0463 -3.4863 -0.410 -0.123 0.394
```
Positions in Å, forces in eV/Å.

Atomic partial charges in e from the Löwdin method, atoms 1 to 5: atom 1 (O): 0.00, atom 2 (C): -0.38, atom 3 (N): 0.02, atom 4 (C): -0.28, atom 5 (C): -0.51